[1]
A 2-piece molecular cluster, C2H2NO3 overall at a distorted geometry, computed with ωB97M-V/def2-TZVPD.

```
8
Properties=species:S:1:pos:R:3:forces:R:3
C -0.90476 -0.86567 1.11829 3.0 -3.8 1.3
C 0.29923 1.12924 -0.60089 -0.1 0.9 0.6
N 0.87140 -0.24329 -0.28748 0.9 -2.5 1.3
O -0.53946 1.45056 0.24272 0.5 0.2 -0.5
O 2.05912 -0.55960 -0.30862 -2.8 1.5 -0.1
O 0.70460 1.60056 -1.64125 0.5 0.4 -1.2
H -1.69406 -0.44736 0.59586 -1.7 0.7 -1.5
H -0.79608 -2.06444 0.88137 -0.4 2.6 0.0
```
Forces are in eV/Å.

Calculated values
* total charge: -1
* 2S+1: 1
* energy above the lowest of the compared OMol25 structures with the same formula, charge and spin: 7.940 eV
* Kohn-Sham gap (spin up / spin down): 7.7 / 7.3 eV
* lowest unoccupied orbital energy (spin up / spin down): 3.6869 / 3.4524 eV

natural (NBO) charges in e: number 1, C, carries -0.38; number 2, C, carries 0.79; number 3, N, carries 0.11; number 4, O, carries -0.68; number 5, O, carries -0.30; number 6, O, carries -0.70; number 7, H, carries 0.09; number 8, H, carries 0.07

[2]
C12H9F9I2IrO5SSc as an isolated structure at a distorted geometry, computed with ωB97M-V/def2-TZVPD.

```
40
Properties=species:S:1:pos:R:3:forces:R:3
I -0.10848 0.09489 -1.21274 -0.4 0.1 0.6
I 1.13240 -2.69669 -0.07143 0.6 -0.5 -0.9
Ir 1.70625 1.89536 -1.96943 -0.8 -1.6 -0.8
Sc 0.00209 -2.23875 2.35711 -0.6 -1.5 1.7
S 1.24580 0.59004 -3.92518 -0.1 0.1 -0.7
C 1.02934 3.41733 -1.02101 -2.0 5.6 2.7
C 1.02460 -0.24136 2.68835 2.4 5.0 1.9
C -0.22208 1.22285 -4.76860 -1.3 -0.5 -0.5
C -0.10791 0.67969 -6.19601 0.7 -0.4 -0.5
C -0.21773 2.74357 -4.73509 1.3 0.3 0.4
C -1.48844 0.66667 -4.13835 -0.4 -0.3 0.3
C 2.73117 1.18987 -0.50291 3.8 -2.4 4.4
C 3.10242 2.80659 -2.94491 4.3 3.8 -2.7
O 1.50398 0.74426 3.03755 -1.9 -4.0 -1.5
O 0.67207 4.34635 -0.43141 1.4 -3.9 -2.3
O 3.28728 0.76083 0.42016 -2.3 1.8 -3.6
O 3.91209 3.37975 -3.54259 -3.6 -2.7 2.6
H -0.93141 1.07916 -6.80640 0.1 0.0 0.3
H -0.16164 -0.41483 -6.19745 -0.1 0.2 -0.2
H 0.84152 0.99104 -6.63707 -0.1 0.0 -0.3
H -1.08830 3.09633 -5.30528 0.0 -0.1 0.2
H 0.69524 3.10114 -5.21591 -0.2 0.4 -0.1
H -0.24975 3.10632 -3.69696 -0.3 0.2 -0.2
H -2.33809 0.96558 -4.75838 0.1 0.0 -0.1
H -1.66737 1.07213 -3.14103 -0.1 0.1 -0.2
H -1.45644 -0.42444 -4.10344 -0.2 0.1 0.0
F 0.97140 -2.81853 6.65518 -1.2 1.0 -0.6
C 0.12414 -1.84905 6.23924 1.1 0.0 3.0
F -0.65669 -1.46717 7.27866 0.7 -0.5 -1.8
F 0.88573 -0.79098 5.84982 -0.6 -0.6 0.1
C -0.64422 -2.34845 5.00171 0.2 -0.5 0.5
O 0.42551 -2.65999 4.13408 -1.0 1.1 -2.5
C -1.43417 -3.68024 5.11758 -0.8 -2.5 1.8
F -2.31756 -3.71515 6.13316 1.2 0.4 -1.5
F -2.11053 -3.88931 3.93223 0.7 0.6 0.4
F -0.58118 -4.72157 5.25633 -0.9 1.5 -0.2
C -1.63252 -1.24455 4.51877 -2.2 1.6 1.6
F -2.89255 -1.41871 4.92840 2.3 0.4 -0.5
F -1.23473 0.02910 4.71160 -0.6 -2.0 -0.5
F -1.75124 -1.35909 3.06167 0.6 0.0 -0.6
```
Forces are in eV/Å.

Calculated values
* total charge: +4
* 2S+1: 5
* ⟨S²⟩: 6.02
* energy above the lowest of the compared OMol25 structures with the same formula, charge and spin: 0.000 eV
* Kohn-Sham gap (spin up / spin down): 7.8 / 5.1 eV
* lowest unoccupied orbital energy (spin up / spin down): -14.6885 / -18.1685 eV

natural (NBO) charges in e: number 1, I, carries 0.11; number 2, I, carries 0.16; number 3, Ir, carries 0.35; number 4, Sc, carries 1.76; number 5, S, carries 0.67; number 6, C, carries 0.53; number 7, C, carries 0.44; number 8, C, carries -0.18; number 9, C, carries -0.64; number 10, C, carries -0.62; number 11, C, carries -0.63; number 12, C, carries 0.53; number 13, C, carries 0.56; number 14, O, carries -0.27; number 15, O, carries -0.23; number 16, O, carries -0.30; number 17, O, carries -0.21; number 18, H, carries 0.30; number 19, H, carries 0.25; number 20, H, carries 0.25; number 21, H, carries 0.33; number 22, H, carries 0.25; number 23, H, carries 0.20; number 24, H, carries 0.30; number 25, H, carries 0.21; number 26, H, carries 0.24; number 27, F, carries -0.26; number 28, C, carries 0.98; number 29, F, carries -0.26; number 30, F, carries -0.31; number 31, C, carries -0.04; number 32, O, carries -0.72; number 33, C, carries 0.97; number 34, F, carries -0.25; number 35, F, carries -0.32; number 36, F, carries -0.26; number 37, C, carries 0.98; number 38, F, carries -0.22; number 39, F, carries -0.25; number 40, F, carries -0.40

[3]
A 12-piece molecular cluster, C32H66N2O34 overall at a distorted geometry, computed with ωB97M-V/def2-TZVPD.

```
134
Properties=species:S:1:pos:R:3:forces:R:3
C -3.09483 -6.34648 -3.50578 0.4 -2.0 1.5
O -3.43333 -5.00809 -3.74731 -0.3 -0.3 -2.2
C -3.49102 -4.13543 -2.75460 1.8 -0.5 3.0
O -3.29868 -4.47103 -1.58931 -0.6 0.8 -1.4
O -3.58330 -2.90073 -3.21624 -0.2 -0.6 -1.9
C -3.12941 -1.85318 -2.38598 -0.6 0.6 2.0
H -3.91632 -7.02495 -3.27567 -0.7 0.6 0.2
H -2.40999 -6.51260 -2.67420 -0.1 0.8 0.4
H -2.58878 -6.93497 -4.27109 0.0 1.3 -1.1
H -2.21342 -2.14249 -1.87085 -0.2 0.1 0.1
H -3.94847 -1.66205 -1.69263 0.4 -0.2 0.7
H -3.00798 -0.86680 -2.83367 0.1 -0.6 -1.1
C -2.19908 1.88026 0.72238 0.2 -0.2 -2.1
O -0.91348 1.39249 1.08311 1.6 -1.0 0.8
C -0.45514 0.30107 0.43962 -0.7 0.2 0.1
O -1.04344 -0.25572 -0.46408 1.0 0.0 0.4
O 0.76452 -0.02617 0.96353 0.7 -0.4 0.3
C 1.57216 -1.15992 0.43755 -2.1 0.8 -1.1
H -2.89679 1.05129 0.60361 -0.3 0.2 0.7
H -2.00944 2.26127 -0.28110 -0.5 0.3 -0.4
H -2.51878 2.73810 1.31400 0.3 -0.6 0.6
H 2.40627 -1.50571 1.04812 -0.3 0.8 0.6
H 1.92875 -0.82874 -0.53778 0.2 -0.1 0.0
H 0.90443 -2.00327 0.26150 -0.1 0.0 0.2
C -3.60855 6.03650 1.40620 -1.4 -1.0 0.5
O -4.04533 5.73563 0.06997 1.3 1.1 0.3
C -4.59743 4.56604 -0.21504 -1.2 -0.3 1.8
O -5.16456 3.81234 0.57598 1.5 1.2 -1.4
O -4.51744 4.35274 -1.49918 -0.5 -1.5 -2.1
C -4.22445 5.32354 -2.51062 0.0 2.1 0.9
H -3.13613 5.15157 1.83259 0.4 0.2 0.0
H -4.51693 6.17988 1.99134 0.1 0.2 0.2
H -2.99431 6.93627 1.44116 0.0 -0.3 -0.5
H -4.37781 6.31997 -2.09623 -0.1 0.1 0.3
H -4.92651 5.33448 -3.34433 0.1 -1.1 0.1
H -3.17987 5.39218 -2.81433 0.0 -0.9 -0.1
C 0.02641 2.48844 -2.52468 -0.3 -0.4 1.9
O 0.09450 2.83437 -3.88373 0.4 0.4 -0.4
C 0.93051 3.74189 -4.38370 0.8 1.9 0.7
O 1.61522 4.62966 -3.81093 -2.1 -3.2 -1.8
O 0.78560 3.56013 -5.73557 0.8 0.8 0.4
C 1.50365 4.44801 -6.59040 0.7 0.1 -0.7
H 0.73941 1.71121 -2.24968 0.2 0.0 -0.5
H -0.94957 2.06338 -2.29038 -0.1 -0.1 -0.7
H 0.11833 3.28643 -1.78789 0.4 0.5 -0.5
H 1.59151 5.45729 -6.18826 -0.2 -0.2 0.0
H 1.11573 4.44020 -7.60901 -1.2 0.1 0.4
H 2.49359 4.09563 -6.88012 0.5 -0.3 1.1
C 3.52966 -8.72398 -0.51083 -0.4 -1.0 -0.3
O 2.83256 -7.50233 -0.38320 1.2 1.6 -1.2
C 1.93531 -7.29920 0.53077 -2.8 -1.9 2.4
O 1.44160 -8.27087 1.13444 0.6 2.6 -0.5
O 1.61553 -5.97420 0.65169 0.7 -1.5 -0.4
C 0.45965 -5.53791 1.43522 0.6 -0.5 -0.1
H 3.99244 -8.65963 -1.49561 0.5 0.1 0.4
H 2.90407 -9.61467 -0.56912 -0.6 0.3 0.1
H 4.18693 -8.93052 0.33382 0.3 0.5 -0.2
H 0.59019 -4.46148 1.54642 -0.1 -0.1 -0.2
H 0.47642 -5.98658 2.42845 -0.1 -0.2 -0.2
H -0.44513 -5.78652 0.88055 0.0 0.1 0.2
C 4.54622 -0.59105 -4.87751 -0.5 1.2 -0.1
O 3.63267 -1.59289 -4.52279 -0.8 -1.2 0.9
C 2.52077 -1.38271 -3.76961 -0.3 2.4 -0.8
O 2.10712 -0.31230 -3.34265 1.2 -1.0 -0.1
O 1.86587 -2.50183 -3.73145 1.0 -2.4 0.6
C 0.73303 -2.64549 -2.88638 -2.1 1.8 -0.5
H 4.83148 0.05546 -4.04760 0.1 -0.3 0.2
H 4.06005 0.07187 -5.59326 0.2 0.0 -0.3
H 5.40637 -1.09123 -5.32254 -0.1 0.1 0.1
H 0.05100 -1.92883 -3.34390 -0.7 -0.1 0.3
H 0.76612 -2.29392 -1.85516 1.0 -0.2 -0.1
H 0.24956 -3.62153 -2.92746 0.8 -0.1 -0.3
C 8.80899 -0.53404 1.13310 -0.2 0.3 -2.2
O 7.49948 -1.10902 0.91868 1.0 -1.6 2.4
C 6.63089 -0.54258 0.15069 0.6 2.8 -3.3
O 6.83281 0.50839 -0.47697 -0.6 -1.6 1.3
O 5.58360 -1.33508 -0.02884 -1.1 0.2 -0.2
C 4.68506 -0.97211 -1.10829 0.1 -0.4 -1.3
H 9.56497 -1.30540 1.27999 -0.7 -0.3 1.0
H 8.81773 0.30633 1.82724 -0.1 -0.4 0.1
H 9.09512 -0.21446 0.13105 0.1 0.8 0.1
H 4.26814 0.03165 -1.19053 0.2 0.0 1.2
H 3.89314 -1.71696 -1.18682 0.1 0.0 0.8
H 5.15821 -1.07069 -2.08529 0.8 -0.2 0.2
C 3.03610 -3.25562 4.23144 0.0 -1.4 0.8
O 2.35913 -2.15772 4.82771 3.7 -1.6 0.7
C 1.26313 -1.73658 4.32397 -3.6 -0.9 -2.5
O 0.39338 -2.46193 3.83683 1.1 1.3 0.5
O 1.33088 -0.44882 4.39891 -0.3 2.7 0.3
C 0.26278 0.45617 3.97185 -0.4 -1.4 -0.2
H 3.64590 -3.61615 5.05985 0.1 -0.3 -0.3
H 3.67709 -3.10917 3.36209 0.1 1.2 0.1
H 2.38634 -4.05524 3.87576 -0.5 0.1 0.5
H -0.29161 -0.09309 3.21088 -0.4 0.5 0.1
H 0.70041 1.37141 3.57321 0.2 -0.3 0.1
H -0.38581 0.65669 4.82463 0.1 0.0 0.0
C -1.55312 3.48766 6.70945 -0.8 0.1 0.3
O -2.15240 3.31923 5.41858 0.3 0.1 -0.1
C -3.18789 2.47264 5.29273 -1.5 -1.1 0.7
O -3.64383 1.75563 6.18353 1.1 1.3 -1.4
O -3.68928 2.60852 4.05477 1.7 -0.2 0.1
C -4.72373 1.71536 3.65633 -2.0 -0.7 1.2
H -0.73535 4.19927 6.59559 0.2 -0.5 -0.3
H -1.28643 2.54322 7.18382 0.3 0.0 -0.4
H -2.24733 3.96964 7.39783 -0.3 0.0 -0.1
H -5.52665 1.96921 4.34842 -0.6 0.1 -0.4
H -4.61400 0.64243 3.81408 1.2 0.2 0.1
H -5.04381 1.80082 2.61789 0.6 0.7 0.1
C 2.90974 2.38659 -0.78346 -0.5 0.2 0.2
O 3.13195 3.16467 0.41521 0.3 -0.4 -0.7
C 2.09066 3.81227 0.95501 -0.6 -0.7 -1.6
O 0.96056 3.84646 0.53426 0.3 0.0 0.2
O 2.57244 4.42509 1.99511 0.4 0.9 2.2
C 1.71679 5.09963 2.92812 -0.8 -0.2 0.1
H 2.41666 2.97217 -1.55939 0.0 0.1 0.3
H 2.30386 1.51978 -0.51955 -0.1 0.0 -0.1
H 3.86257 2.05392 -1.19523 0.2 0.3 0.5
H 0.76447 4.60682 3.12395 0.0 -0.4 -0.6
H 1.46106 6.10152 2.58329 0.4 0.0 0.0
H 2.18385 5.09558 3.91298 0.6 0.2 -0.4
C -2.62213 -2.64959 1.99500 -1.3 1.5 0.6
N -3.18007 -1.25187 2.04271 0.8 -6.7 -1.9
O -4.15333 -0.92544 1.35785 -3.6 0.9 -2.8
O -2.61549 -0.51738 2.78849 3.7 5.4 4.8
H -3.49602 -3.29604 2.07579 0.2 -0.5 -0.6
H -2.04477 -2.74996 2.91406 0.2 0.0 -0.3
H -2.00828 -2.76142 1.10124 -0.1 -0.4 -0.2
C -5.66291 0.80668 -0.99796 0.5 -0.8 -0.6
N -5.70394 1.43985 -2.36155 1.0 1.7 -0.8
O -4.70850 1.34404 -3.08647 -0.7 -0.6 0.8
O -6.62809 2.18102 -2.67077 -0.1 -0.9 0.6
H -4.78206 0.16490 -0.97969 -0.1 0.2 0.1
H -6.53430 0.16050 -0.89209 -0.1 0.5 0.2
H -5.53628 1.58903 -0.24964 -0.4 0.0 -0.2
```
Forces are in eV/Å.

Calculated values
* total charge: -1
* 2S+1: 2
* ⟨S²⟩: 0.75
* Kohn-Sham gap (spin up / spin down): 2.6 / 6.6 eV
* lowest unoccupied orbital energy (spin up / spin down): 1.8844 / 1.8841 eV

Here are the Löwdin charges for atoms 1 to 99, given in e: number 1, C, carries -0.08; number 2, O, carries 0.02; number 3, C, carries -0.59; number 4, O, carries 0.10; number 5, O, carries 0.01; number 6, C, carries -0.04; number 7, H, carries 0.09; number 8, H, carries 0.09; number 9, H, carries 0.09; number 10, H, carries 0.08; number 11, H, carries 0.09; number 12, H, carries 0.09; number 13, C, carries -0.02; number 14, O, carries -0.03; number 15, C, carries -0.56; number 16, O, carries 0.11; number 17, O, carries -0.04; number 18, C, carries 0.01; number 19, H, carries 0.08; number 20, H, carries 0.08; number 21, H, carries 0.09; number 22, H, carries 0.09; number 23, H, carries 0.05; number 24, H, carries 0.08; number 25, C, carries -0.01; number 26, O, carries -0.03; number 27, C, carries -0.61; number 28, O, carries 0.11; number 29, O, carries 0.01; number 30, C, carries -0.02; number 31, H, carries 0.09; number 32, H, carries 0.09; number 33, H, carries 0.09; number 34, H, carries 0.08; number 35, H, carries 0.10; number 36, H, carries 0.10; number 37, C, carries -0.05; number 38, O, carries 0.02; number 39, C, carries -0.50; number 40, O, carries 0.07; number 41, O, carries -0.01; number 42, C, carries -0.07; number 43, H, carries 0.07; number 44, H, carries 0.09; number 45, H, carries 0.09; number 46, H, carries 0.09; number 47, H, carries 0.09; number 48, H, carries 0.08; number 49, C, carries -0.05; number 50, O, carries 0.00; number 51, C, carries -0.57; number 52, O, carries 0.07; number 53, O, carries -0.03; number 54, C, carries 0.00; number 55, H, carries 0.10; number 56, H, carries 0.09; number 57, H, carries 0.10; number 58, H, carries 0.08; number 59, H, carries 0.10; number 60, H, carries 0.10; number 61, C, carries -0.06; number 62, O, carries -0.02; number 63, C, carries -0.60; number 64, O, carries 0.11; number 65, O, carries 0.03; number 66, C, carries -0.01; number 67, H, carries 0.09; number 68, H, carries 0.10; number 69, H, carries 0.10; number 70, H, carries 0.10; number 71, H, carries 0.07; number 72, H, carries 0.10; number 73, C, carries -0.01; number 74, O, carries 0.02; number 75, C, carries -0.62; number 76, O, carries 0.08; number 77, O, carries 0.03; number 78, C, carries -0.03; number 79, H, carries 0.09; number 80, H, carries 0.10; number 81, H, carries 0.09; number 82, H, carries 0.07; number 83, H, carries 0.09; number 84, H, carries 0.08; number 85, C, carries -0.04; number 86, O, carries 0.02; number 87, C, carries -0.67; number 88, O, carries 0.10; number 89, O, carries 0.02; number 90, C, carries 0.02; number 91, H, carries 0.09; number 92, H, carries 0.09; number 93, H, carries 0.08; number 94, H, carries 0.06; number 95, H, carries 0.09; number 96, H, carries 0.10; number 97, C, carries -0.05; number 98, O, carries -0.02; number 99, C, carries -0.57

| no. | total energy (eV) |
| --- | --- |
| 1 | -9733.7126 |
| 2 | -97814.5562 |
| 3 | -106839.6632 |